Below is a structure of composition C31H60F3O29Rb at a distorted geometry, with properties calculated with ωB97M-V/def2-TZVPD.

## Properties
E, eV: -101302.447
Frontier orbital gap, eV: 6.76
LUMO, Ha: -0.0336
Total charge: 0
ΔE to the lowest compared entry with this formula, charge and spin, kcal per mole: 65.2

Each line ends with the Löwdin charge.
Cartesian coordinates (Å):
Rb 0.500888 -4.197112 3.058199  0.869
C -0.767466 -2.151974 0.282311  -0.506
O 0.592050 -1.769825 0.072664  -0.089
O -0.704040 -3.488410 0.473416  -0.292
C -1.536479 -1.398262 1.415937  -0.544
F -0.681677 -0.773301 2.250868  0.115
F -2.373360 -0.479355 0.910065  0.131
F -2.314184 -2.178100 2.189192  0.107
C 0.912033 -0.418086 -0.245382  -0.245
C 2.225521 -0.515073 -0.995011  -0.070
H 2.146377 -0.965182 -1.986568  0.082
H 2.630041 0.477677 -1.235996  0.067
H 3.059092 -1.018099 -0.502666  0.052
H 1.063305 0.118535 0.693759  0.086
H 0.258731 0.195447 -0.873884  0.115
H -1.308046 -1.921449 -0.646115  0.118
C -2.241167 0.613064 -2.530929  -0.019
O -1.465283 0.854860 -3.697168  0.030
C -2.025738 1.021257 -4.866050  -0.615
O -3.226971 1.048925 -5.087156  0.102
O -1.089111 1.217594 -5.779146  0.023
C -1.517709 1.447034 -7.110273  -0.057
H -3.243293 0.225547 -2.696404  0.075
H -2.402348 1.614504 -2.118360  0.105
H -1.764552 0.069828 -1.720272  0.064
H -0.715945 1.121928 -7.765715  0.092
H -1.750826 2.494516 -7.320997  0.095
H -2.454741 1.009307 -7.456733  0.092
C 6.471044 -5.087041 -3.503879  -0.041
O 6.898632 -3.898457 -2.865425  0.012
C 5.969633 -3.048779 -2.442738  -0.635
O 4.782308 -3.168297 -2.601274  0.136
O 6.554223 -2.075497 -1.775483  0.009
C 5.950158 -1.587764 -0.589344  -0.040
H 7.269823 -5.808933 -3.651617  0.093
H 6.094197 -4.841456 -4.498831  0.100
H 5.683235 -5.550794 -2.909888  0.098
H 5.366163 -0.684777 -0.764504  0.060
H 6.653783 -1.378931 0.212861  0.099
H 5.227232 -2.303231 -0.191912  0.097
C 6.008466 4.613447 4.427567  -0.037
O 5.704611 3.417903 3.713593  0.004
C 4.775817 3.520845 2.769206  -0.609
O 3.840007 4.258227 2.701047  0.145
O 5.034979 2.518326 1.895088  -0.013
C 4.414496 2.650475 0.613208  -0.032
H 5.125321 5.120437 4.822814  0.094
H 6.536117 5.342243 3.813814  0.100
H 6.558502 4.243543 5.290067  0.097
H 3.455562 2.127449 0.577452  0.074
H 5.044381 2.176073 -0.135915  0.086
H 4.245588 3.708828 0.426529  0.100
C -4.996264 1.474486 0.067427  -0.038
O -4.965314 2.777681 -0.521577  0.008
C -5.202835 3.773011 0.340143  -0.619
O -5.723882 3.706274 1.418389  0.128
O -4.827847 4.907079 -0.255927  -0.004
C -4.918786 6.091965 0.540689  -0.037
H -4.567002 0.775681 -0.640323  0.058
H -6.003492 1.202269 0.382766  0.100
H -4.422081 1.390624 0.993642  0.090
H -5.105014 6.908235 -0.156151  0.092
H -3.996467 6.202141 1.102900  0.098
H -5.821639 6.086953 1.149244  0.091
C -3.502106 -3.546843 -2.086086  -0.025
O -4.610434 -3.172419 -2.874390  0.012
C -5.231291 -2.011769 -2.654620  -0.610
O -4.980170 -1.262499 -1.738428  0.100
O -6.072125 -1.793759 -3.633027  0.021
C -6.806673 -0.579092 -3.675097  -0.026
H -3.791637 -3.717189 -1.052100  0.089
H -2.672741 -2.834272 -2.101644  0.084
H -3.075753 -4.421670 -2.570294  0.105
H -6.072490 0.227733 -3.651017  0.097
H -7.576333 -0.497852 -2.911219  0.098
H -7.301084 -0.455000 -4.636599  0.093
C -2.853258 -0.107666 4.907454  -0.026
O -2.894805 0.887930 5.939140  0.002
C -1.736283 1.197458 6.530583  -0.629
O -0.690471 0.643715 6.352057  0.131
O -1.972800 2.258081 7.261566  0.020
C -0.955249 2.748948 8.124889  -0.027
H -2.375239 0.359948 4.049525  0.089
H -3.838662 -0.529018 4.747253  0.097
H -2.194161 -0.926842 5.207751  0.088
H -0.592964 3.708000 7.763514  0.096
H -0.127148 2.037407 8.107556  0.092
H -1.279829 2.811787 9.160920  0.092
C 4.903699 0.264091 -3.435407  -0.039
O 4.505857 1.335180 -4.289838  0.019
C 5.456213 1.846247 -5.075266  -0.625
O 6.559748 1.402288 -5.243367  0.132
O 4.903147 2.841595 -5.735559  0.005
C 5.631686 3.522357 -6.735359  -0.042
H 4.001194 -0.346539 -3.316798  0.083
H 5.040041 0.646764 -2.427410  0.079
H 5.534717 -0.516253 -3.850455  0.099
H 4.970174 4.188635 -7.277849  0.094
H 5.984910 2.777154 -7.456616  0.097
H 6.535272 3.987292 -6.342203  0.098
C 3.167395 -0.862723 2.944716  -0.045
O 2.268014 0.208945 2.877235  -0.027
C 1.871741 0.690214 4.062478  -0.605
O 2.138870 0.174692 5.111465  0.142
O 1.151415 1.796117 3.956564  0.021
C 0.785968 2.381445 2.723709  -0.029
H 3.546369 -1.005352 1.931409  0.088
H 2.707136 -1.776682 3.333480  0.080
H 4.080514 -0.674850 3.514224  0.107
H -0.044864 1.879244 2.226028  0.089
H 1.631224 2.357915 2.034460  0.077
H 0.487225 3.395801 2.976295  0.104
C -3.054221 -5.298358 2.879715  -0.040
O -4.336999 -5.147402 2.275799  -0.017
C -4.486578 -5.617092 1.029647  -0.616
O -3.656729 -6.091520 0.324694  0.152
O -5.746715 -5.515319 0.615517  0.014
C -6.797674 -4.989097 1.423200  -0.031
H -2.568703 -4.324909 2.926831  0.054
H -2.530905 -6.021624 2.249262  0.097
H -3.115574 -5.754257 3.868296  0.095
H -7.556654 -5.761743 1.540358  0.093
H -7.209294 -4.124836 0.906619  0.095
H -6.472726 -4.708510 2.421245  0.089

Forces on the atoms, in the same order (eV/Å):
Rb -0.3 0.3 -0.9
C 0.2 -3.3 -0.8
O -0.4 1.5 0.3
O -0.6 0.9 1.2
C 0.4 -0.1 -0.6
F 0.1 0.3 0.5
F 0.0 0.5 0.0
F 0.2 -0.3 0.2
C 1.5 -0.3 0.3
C 0.9 0.9 -0.8
H -0.4 -0.3 0.2
H -0.2 0.2 0.2
H -0.4 -0.3 0.4
H -0.1 0.2 0.0
H -0.7 -0.6 0.1
H -0.3 0.5 -0.1
C -1.3 1.8 0.7
O 1.4 -1.1 0.5
C -2.4 0.4 -0.3
O 1.0 -0.2 0.2
O 0.3 -0.2 -0.3
C -0.5 0.6 -1.2
H 0.2 -0.3 -0.5
H -0.2 0.0 0.2
H 0.6 -0.5 -0.8
H 0.1 0.0 0.1
H 0.6 0.3 0.5
H 0.1 -0.9 0.8
C -1.1 -0.2 -0.7
O 1.1 0.1 0.1
C -1.0 -0.9 0.0
O 0.0 0.0 0.0
O 1.4 0.7 0.7
C -1.4 0.1 0.4
H 0.5 0.5 0.4
H -0.2 -0.1 0.1
H -0.1 0.0 -0.2
H 0.2 0.1 -0.3
H 0.6 -0.1 -0.5
H 0.1 -0.2 -0.2
C -0.5 0.0 1.0
O 0.1 0.5 -0.1
C 0.1 -1.6 -0.5
O 0.0 0.8 0.1
O 0.2 0.2 -0.1
C -0.6 -0.1 0.1
H -0.2 -0.3 -0.2
H 0.3 -0.3 0.0
H 0.4 0.4 -0.2
H 0.0 0.1 0.2
H 0.3 0.2 0.2
H 0.0 -0.1 -0.3
C -0.1 -0.5 0.7
O 0.4 0.0 0.6
C -0.4 0.3 -0.6
O 0.2 -0.4 0.3
O 0.2 0.1 -0.1
C -0.8 0.1 -0.5
H -0.3 0.1 -0.2
H -0.1 0.0 -0.5
H 0.3 0.5 -0.1
H 0.6 0.0 -0.1
H -0.1 0.2 0.2
H 0.3 -0.3 0.4
C 0.9 0.0 0.4
O -0.8 0.3 -0.9
C 1.4 0.1 0.7
O -0.3 0.0 0.0
O -1.1 -0.7 -1.0
C 0.5 1.0 -0.2
H 0.1 -0.2 -0.1
H -0.4 0.4 0.0
H -0.4 -0.3 0.3
H -0.3 0.2 0.5
H 0.3 -0.1 0.3
H 0.1 -0.7 -0.1
C 1.3 -0.1 0.5
O -0.7 -0.3 0.0
C -0.2 -0.4 -1.1
O 0.4 -0.3 0.2
O -0.7 1.1 1.1
C 1.1 -0.7 -0.1
H -0.4 -0.2 -0.4
H -0.2 0.5 -0.1
H 0.0 0.1 0.1
H -0.2 0.1 0.0
H 0.1 0.2 -0.1
H -0.5 0.1 -0.2
C -2.2 -1.1 0.3
O 0.5 -0.1 0.2
C 0.0 -0.8 -0.6
O 0.3 0.2 0.2
O -1.0 1.0 0.2
C 1.0 -1.1 -0.8
H -0.3 0.3 0.0
H 1.0 0.0 -0.1
H 1.0 0.9 0.0
H -0.1 0.2 0.5
H 0.0 0.1 0.0
H -0.3 0.3 0.1
C 1.1 -0.7 -0.5
O 0.0 0.5 -0.3
C -0.2 -0.1 0.3
O 0.1 0.1 0.0
O -0.2 -0.3 0.8
C 0.2 0.1 -0.8
H -0.5 -0.2 -0.1
H 0.0 0.2 -0.1
H -0.4 0.4 0.5
H -0.1 -0.2 0.3
H -0.1 0.3 0.1
H 0.2 0.0 -0.2
C 0.3 -0.7 -0.6
O 0.0 0.2 0.8
C -0.7 0.1 0.0
O 0.8 -0.3 0.0
O -0.2 0.0 -0.1
C -0.2 0.0 0.3
H 0.0 -0.1 -0.2
H 0.5 0.4 0.0
H -0.6 0.2 0.1
H 0.0 0.0 -0.2
H 0.0 0.0 0.0
H 0.1 0.1 -0.1

---

Below is a cluster of 9 separate species, C31H60I2N3O9S in total at a distorted geometry, with properties calculated with ωB97M-V/def2-TZVPD.

## Properties
E, eV: -83045.476
Frontier orbital gap, eV: 7.43
LUMO, Ha: -0.1166
Total charge: +1

Each line ends with the Löwdin charge.
Cartesian coordinates (Å):
C 2.770226 -3.125307 3.930223  -0.192
C 1.378039 -2.991821 4.471372  -0.752
I 0.984676 -3.925497 6.344690  0.954
C 0.408003 -2.360957 3.865315  -0.772
I 0.833601 -1.415241 2.004576  1.031
N -0.882721 -2.309071 4.468984  -0.134
C -2.018863 -2.673101 3.589018  -0.111
C -3.293512 -2.554500 4.463004  -0.155
C -2.894516 -2.431159 5.928425  -0.657
S -4.360020 -2.451311 7.009423  0.812
N -2.087456 -1.214771 6.164482  0.091
C -1.134573 -1.155337 5.156718  -0.321
N -0.588523 -0.017741 4.902805  0.096
O -0.887241 1.106629 5.617105  0.083
H 3.277667 -2.170982 3.816891  0.076
H 3.362091 -3.771167 4.571873  0.056
H 2.692640 -3.641810 2.973200  0.074
H -2.062613 -2.009083 2.723009  0.094
H -1.845111 -3.684695 3.230399  0.139
H -3.901261 -3.440429 4.325444  0.088
H -3.855059 -1.680385 4.130466  0.129
H -2.341113 -3.333568 6.192445  0.089
H -4.199592 -3.514831 7.825511  -0.114
H -1.573724 -1.338593 7.039617  0.153
H 0.090467 0.077138 4.145325  0.093
H -0.075034 1.641463 5.629707  0.142
C 0.405221 3.306193 0.227917  -0.010
C 0.511071 3.428738 1.724503  -0.486
O 1.545452 3.755356 2.263498  0.049
C -0.728299 3.128736 2.530960  -0.007
H 1.366203 3.549754 -0.221298  0.088
H 0.137147 2.283345 -0.044938  0.078
H -0.348874 3.999294 -0.148559  0.077
H -1.044197 2.097378 2.358944  0.075
H -1.528840 3.814231 2.252321  0.069
H -0.508303 3.258267 3.591486  0.069
C -4.576733 5.793651 -1.010953  -0.019
C -3.806455 5.217331 0.148662  -0.493
O -2.923675 4.403197 -0.022414  0.047
C -4.181712 5.697947 1.528366  -0.014
H -4.207075 5.364672 -1.939935  0.082
H -5.636709 5.556026 -0.909716  0.089
H -4.444824 6.876045 -1.045014  0.090
H -5.225005 5.456256 1.736325  0.089
H -4.033212 6.776049 1.601354  0.092
H -3.553374 5.207244 2.269107  0.068
C -8.024229 -4.058774 3.433949  -0.017
C -7.036095 -4.237340 4.557753  -0.490
O -5.875898 -4.516988 4.340778  0.037
C -7.552794 -4.052127 5.962440  -0.030
H -7.522775 -4.219551 2.481768  0.083
H -8.834838 -4.782052 3.531830  0.090
H -8.431332 -3.046565 3.452439  0.088
H -8.343020 -4.775971 6.167300  0.091
H -7.937191 -3.038505 6.086068  0.091
H -6.741166 -4.209015 6.667745  0.047
C 0.847622 -0.022955 -3.041548  -0.020
C -0.202580 0.584748 -3.940615  -0.491
O -0.563882 0.029398 -4.953030  0.068
C -0.781887 1.915555 -3.522992  -0.022
H 1.174234 -0.972596 -3.456843  0.068
H 1.708794 0.642837 -2.970259  0.081
H 0.431738 -0.202142 -2.047687  0.077
H 0.008380 2.666435 -3.469300  0.086
H -1.268504 1.824098 -2.549936  0.078
H -1.520165 2.234293 -4.255858  0.082
C 4.341842 -0.725386 -4.586776  -0.018
C 4.155530 -1.979654 -3.771056  -0.489
O 3.528607 -1.966041 -2.731688  0.038
C 4.773626 -3.248543 -4.298381  -0.025
H 3.844956 0.104186 -4.085103  0.068
H 5.402553 -0.495449 -4.683666  0.090
H 3.904530 -0.855878 -5.576074  0.071
H 5.853533 -3.129837 -4.382090  0.088
H 4.355895 -3.487087 -5.273923  0.059
H 4.560265 -4.065461 -3.609755  0.081
C 6.297246 -0.902040 -8.829741  -0.019
C 6.118520 -2.156007 -8.016556  -0.488
O 5.500332 -2.150178 -6.974742  0.037
C 6.739987 -3.420693 -8.555128  -0.016
H 5.800263 -0.073885 -8.329995  0.083
H 7.359696 -0.670621 -8.930144  0.087
H 5.852554 -1.033693 -9.816546  0.090
H 7.820356 -3.297484 -8.643620  0.086
H 6.315873 -3.656938 -9.532425  0.088
H 6.534597 -4.244444 -7.873503  0.081
C 1.660358 6.206313 4.019271  -0.030
C 0.824061 6.407103 5.255841  -0.507
O -0.341799 6.726898 5.189296  0.060
C 1.503240 6.188604 6.587834  -0.025
H 1.052376 6.394166 3.137420  0.081
H 2.502917 6.900444 4.020725  0.091
H 2.024457 5.181901 3.981305  0.062
H 2.337750 6.881936 6.699706  0.087
H 1.868152 5.162121 6.658006  0.078
H 0.789937 6.364848 7.390670  0.081
C 0.999066 -1.392419 -7.465781  -0.023
C 2.213951 -1.969729 -8.149988  -0.498
O 2.987105 -1.272967 -8.768550  0.063
C 2.424026 -3.460206 -8.029711  -0.016
H 0.967868 -0.317718 -7.630394  0.084
H 0.092842 -1.838074 -7.878470  0.091
H 1.045342 -1.580748 -6.392390  0.069
H 1.576398 -3.992637 -8.464294  0.087
H 2.533524 -3.738182 -6.980285  0.076
H 3.328966 -3.742884 -8.563943  0.075

Forces on the atoms, in the same order (eV/Å):
C -0.1 -0.7 0.3
C 1.3 -0.7 0.8
I 0.2 0.2 -0.4
C -0.8 0.3 -0.4
I -0.3 0.0 0.2
N 0.9 1.2 -1.9
C -0.6 -0.3 0.6
C 0.5 0.2 -0.5
C -0.7 -1.2 0.7
S -0.5 0.7 0.1
N 0.1 -0.8 -0.7
C -1.3 -0.1 1.4
N 1.4 0.4 -0.6
O -0.1 0.0 0.2
H -0.1 0.1 -0.1
H 0.1 0.1 0.1
H 0.2 0.2 -0.2
H 0.1 0.0 0.0
H 0.0 -0.1 0.1
H -0.2 0.0 0.1
H -0.2 0.0 0.2
H 0.2 0.0 0.0
H 0.6 0.1 -0.5
H -0.3 0.6 0.2
H -0.1 0.0 0.0
H -0.1 -0.1 0.1
C 0.3 0.2 0.0
C 0.1 0.0 -0.1
O -0.1 -0.3 0.0
C 0.2 0.0 0.3
H 0.0 0.0 0.0
H -0.2 0.1 0.0
H -0.2 -0.2 0.0
H -0.2 0.1 -0.2
H -0.1 -0.2 -0.1
H 0.0 0.1 0.0
C 0.2 -0.2 -0.1
C 0.0 0.0 0.0
O 0.0 0.0 0.1
C 0.2 -0.2 0.0
H 0.0 0.0 0.0
H 0.0 0.2 0.1
H -0.2 0.0 0.1
H 0.0 0.2 0.0
H -0.2 0.0 0.0
H 0.0 0.0 0.0
C 0.3 -0.1 -0.2
C 0.0 0.0 0.0
O 0.0 0.0 0.0
C 0.3 -0.1 0.0
H 0.0 0.0 0.0
H -0.1 0.1 0.1
H -0.2 -0.1 0.1
H -0.1 0.1 0.0
H -0.2 -0.1 0.0
H 0.0 0.0 0.0
C -0.1 -0.2 -0.3
C -0.1 0.0 -0.1
O 0.0 0.0 0.1
C -0.1 -0.1 -0.2
H 0.0 0.0 0.0
H 0.0 0.0 0.2
H 0.1 0.1 0.1
H 0.0 0.0 0.2
H 0.1 0.1 0.1
H 0.0 0.0 0.0
C -0.3 0.2 0.3
C 0.0 0.0 0.0
O 0.0 0.0 0.1
C -0.2 -0.2 0.5
H 0.0 0.0 0.0
H 0.0 -0.1 -0.2
H 0.3 0.0 -0.1
H 0.0 0.0 -0.3
H 0.2 0.1 -0.1
H 0.0 0.1 0.0
C -0.1 0.1 0.2
C -0.1 0.1 -0.1
O 0.1 -0.1 -0.1
C -0.2 -0.1 0.3
H 0.0 0.0 0.0
H 0.0 -0.1 -0.2
H 0.1 0.0 0.0
H 0.0 0.0 -0.2
H 0.1 0.1 -0.1
H 0.0 0.0 0.0
C -0.2 0.2 0.1
C -0.1 0.1 -0.1
O 0.0 -0.1 0.0
C -0.3 0.1 0.1
H 0.0 0.0 0.0
H 0.1 -0.1 0.1
H 0.2 0.1 0.0
H 0.1 -0.1 0.0
H 0.2 0.1 0.0
H 0.0 0.0 0.0
C 0.3 0.2 -0.2
C 0.0 0.1 0.0
O 0.0 -0.1 0.0
C 0.2 0.1 -0.2
H 0.0 0.0 0.0
H 0.0 -0.1 0.2
H -0.2 -0.1 0.0
H -0.1 0.0 0.2
H -0.2 -0.1 0.0
H 0.0 0.0 0.0